1.
DFT (ωB97M-V/def2-TZVPD) results for 11 unconnected molecules or ions with the total composition C25H72N2O11.

CARTESIAN COORDINATES (ANGSTROEM)
C: -0.198 -0.413 0.195
O: -0.197 0.442 -0.919
H: -1.234 -0.213 0.555
H: 0.557 0.031 0.884
H: -0.105 -1.464 -0.072
H: 0.578 0.223 -1.374
C: 3.516 0.332 -2.552
O: 2.339 -0.214 -1.988
H: 4.353 0.363 -1.860
H: 3.319 1.336 -2.899
H: 3.914 -0.298 -3.302
H: 2.639 -0.786 -1.270
C: -2.973 1.906 -2.872
O: -1.560 1.788 -2.821
H: -3.300 2.076 -1.843
H: -3.505 1.041 -3.360
H: -3.242 2.782 -3.434
H: -1.344 1.203 -2.130
C: 3.357 -0.893 3.644
O: 2.053 -0.391 3.354
N: 3.991 -0.751 4.770
N: 4.050 -1.609 2.814
H: 3.423 -0.301 5.531
H: 4.882 -1.099 4.921
H: 3.640 -1.775 1.862
H: 4.982 -1.877 2.874
C: 0.476 -4.924 -2.735
C: -0.555 -3.976 -2.191
C: -0.257 -2.547 -2.665
O: -1.661 -4.279 -2.700
H: 1.453 -4.647 -2.348
H: 0.675 -4.830 -3.823
H: 0.280 -5.968 -2.538
H: -0.561 -4.062 -1.136
H: -0.285 -2.432 -3.741
H: 0.725 -2.187 -2.355
H: -1.000 -1.853 -2.258
H: -2.104 -4.959 -2.170
C: -2.978 1.915 4.633
C: -1.498 2.105 4.286
C: -1.142 1.220 3.105
O: -1.187 3.268 3.914
H: -3.211 2.213 5.639
H: -3.342 0.884 4.383
H: -3.575 2.635 4.018
H: -0.980 1.899 5.207
H: -1.646 1.566 2.174
H: -1.556 0.215 3.307
H: -0.095 1.280 2.919
H: -0.278 3.364 3.687
C: -4.292 -0.231 0.296
C: -4.046 -1.041 -0.996
C: -3.688 -2.514 -0.715
O: -4.991 -1.033 -1.789
H: -4.362 0.823 -0.002
H: -3.520 -0.307 1.008
H: -5.275 -0.601 0.657
H: -3.159 -0.698 -1.548
H: -2.676 -2.606 -0.207
H: -3.602 -3.047 -1.608
H: -4.373 -3.033 -0.048
H: -5.003 -1.895 -2.223
C: 0.811 -3.834 1.861
C: -0.096 -3.317 2.976
C: 0.505 -3.598 4.347
O: -0.227 -2.062 2.949
H: 0.993 -4.890 2.019
H: 1.776 -3.352 1.891
H: 0.339 -3.638 0.909
H: -1.033 -3.833 2.993
H: 1.548 -3.245 4.290
H: 0.547 -4.660 4.540
H: 0.016 -3.069 5.139
H: 0.674 -1.710 2.808
C: 2.950 2.624 -0.193
C: 3.070 1.601 0.867
C: 4.569 1.575 1.405
O: 2.251 1.655 1.798
H: 3.036 3.652 0.282
H: 2.004 2.424 -0.772
H: 3.780 2.535 -0.855
H: 2.949 0.652 0.355
H: 4.692 0.912 2.222
H: 4.921 2.563 1.474
H: 5.193 1.202 0.599
H: 2.353 0.866 2.390
C: -0.372 3.705 0.768
C: -1.664 3.860 -0.004
C: -2.760 2.879 0.461
O: -2.143 4.965 0.231
H: -0.150 2.658 1.041
H: -0.544 4.262 1.730
H: 0.566 4.199 0.422
H: -1.542 3.819 -1.097
H: -3.000 3.014 1.546
H: -2.426 1.869 0.214
H: -3.744 3.007 -0.019
H: -2.032 5.597 -0.510
C: 0.344 0.041 -4.938
C: 0.721 1.448 -4.667
C: 2.179 1.765 -5.276
O: -0.117 2.397 -5.003
H: -0.694 -0.164 -4.853
H: 0.824 -0.658 -4.310
H: 0.655 -0.181 -5.888
H: 0.820 1.478 -3.597
H: 2.322 1.955 -6.383
H: 2.808 0.875 -5.022
H: 2.597 2.603 -4.824
H: -0.915 2.396 -4.464

**Highest occupied orbital energy**: -8.964 eV
**SMILES string**: NC(N)=O.CC(C)O.CC(C)O.CC(C)O.CC(C)O.CC(C)O.CC(C)O.CC(C)O.CO.CO.CO

Atom charges from the Löwdin analysis, given in e for atoms 1 to 99: number 1, C, carries -0.1122; number 2, O, carries -0.1297; number 3, H, carries 0.0813; number 4, H, carries 0.0845; number 5, H, carries 0.0621; number 6, H, carries 0.0011; number 7, C, carries -0.1391; number 8, O, carries -0.1325; number 9, H, carries 0.0786; number 10, H, carries 0.0705; number 11, H, carries 0.0706; number 12, H, carries 0.0828; number 13, C, carries -0.1137; number 14, O, carries -0.1276; number 15, H, carries 0.0501; number 16, H, carries 0.0997; number 17, H, carries 0.0783; number 18, H, carries 0.0097; number 19, C, carries -0.5396; number 20, O, carries -0.1190; number 21, N, carries 0.1975; number 22, N, carries 0.1850; number 23, H, carries 0.1700; number 24, H, carries 0.0961; number 25, H, carries 0.1513; number 26, H, carries 0.1012; number 27, C, carries -0.0504; number 28, C, carries -0.6392; number 29, C, carries -0.0258; number 30, O, carries 0.0100; number 31, H, carries 0.0714; number 32, H, carries 0.0963; number 33, H, carries 0.0741; number 34, H, carries 0.1108; number 35, H, carries 0.0769; number 36, H, carries 0.0663; number 37, H, carries 0.0732; number 38, H, carries 0.1344; number 39, C, carries -0.0316; number 40, C, carries -0.6144; number 41, C, carries -0.0480; number 42, O, carries 0.0087; number 43, H, carries 0.0594; number 44, H, carries 0.0890; number 45, H, carries 0.0875; number 46, H, carries 0.1306; number 47, H, carries 0.0555; number 48, H, carries 0.0817; number 49, H, carries 0.0512; number 50, H, carries 0.0969; number 51, C, carries -0.0024; number 52, C, carries -0.6506; number 53, C, carries -0.0349; number 54, O, carries 0.0385; number 55, H, carries 0.0557; number 56, H, carries 0.0484; number 57, H, carries 0.1015; number 58, H, carries 0.1184; number 59, H, carries 0.0976; number 60, H, carries 0.0383; number 61, H, carries 0.0857; number 62, H, carries 0.1202; number 63, C, carries -0.0183; number 64, C, carries -0.6205; number 65, C, carries -0.0412; number 66, O, carries -0.0133; number 67, H, carries 0.0837; number 68, H, carries 0.0577; number 69, H, carries 0.0520; number 70, H, carries 0.1379; number 71, H, carries 0.0721; number 72, H, carries 0.0722; number 73, H, carries 0.0792; number 74, H, carries 0.0681; number 75, C, carries -0.0468; number 76, C, carries -0.6629; number 77, C, carries -0.0061; number 78, O, carries -0.0028; number 79, H, carries 0.1144; number 80, H, carries 0.1010; number 81, H, carries 0.0551; number 82, H, carries 0.1044; number 83, H, carries 0.0348; number 84, H, carries 0.0592; number 85, H, carries 0.0641; number 86, H, carries 0.0427; number 87, C, carries -0.0230; number 88, C, carries -0.6323; number 89, C, carries -0.0503; number 90, O, carries 0.0117; number 91, H, carries 0.0563; number 92, H, carries 0.0919; number 93, H, carries 0.0801; number 94, H, carries 0.1429; number 95, H, carries 0.0968; number 96, H, carries 0.0459; number 97, H, carries 0.0799; number 98, H, carries 0.1466; number 99, C, carries -0.0443

---

2.
DFT (ωB97M-V/def2-TZVPD) results for 2 unconnected molecules or ions with the total composition C35H36FO2.

CARTESIAN COORDINATES (ANGSTROEM)
C: -4.599 -1.913 4.616
C: -3.828 -2.208 3.325
C: -3.654 -3.719 3.228
C: -4.634 -1.742 2.107
C: -2.461 -1.496 3.333
C: -1.302 -2.179 3.112
C: -0.016 -1.551 3.107
C: 1.118 -2.295 2.750
C: 2.460 -1.877 2.922
C: 2.870 -0.519 2.768
C: 4.116 -0.147 3.242
F: 4.510 1.166 3.105
C: 4.989 -1.059 3.839
C: 4.681 -2.432 3.768
C: 3.434 -2.837 3.328
C: 0.016 -0.198 3.565
C: -1.092 0.597 3.636
C: -0.981 2.116 3.863
C: -1.556 2.872 2.658
C: 0.471 2.556 4.036
C: -1.722 2.509 5.145
C: -2.421 -0.027 3.523
O: -3.464 0.669 3.584
H: -4.783 -0.840 4.722
H: -5.550 -2.464 4.598
H: -4.008 -2.261 5.474
H: -3.151 -3.988 2.296
H: -3.075 -4.086 4.080
H: -4.638 -4.195 3.240
H: -4.058 -1.954 1.197
H: -5.577 -2.303 2.064
H: -4.829 -0.666 2.169
H: -1.337 -3.259 2.961
H: 0.946 -3.348 2.524
H: 2.217 0.208 2.289
H: 5.891 -0.702 4.332
H: 5.412 -3.173 4.103
H: 3.146 -3.890 3.357
H: 0.971 0.208 3.888
H: -2.626 2.670 2.547
H: -1.390 3.947 2.810
H: -1.035 2.558 1.742
H: 0.916 2.071 4.909
H: 1.061 2.337 3.142
H: 0.486 3.637 4.203
H: -1.294 1.954 5.991
H: -1.587 3.584 5.323
H: -2.788 2.276 5.069
C: -0.441 1.187 -3.316
C: 0.152 -0.079 -3.287
C: 1.112 -0.386 -2.334
C: 1.517 0.586 -1.368
C: 2.472 0.279 -0.363
C: 3.579 -0.655 -0.541
C: 4.955 -0.106 -0.176
C: 6.073 -0.933 0.016
C: 7.328 -0.368 0.287
C: 7.503 1.023 0.326
C: 6.405 1.848 0.061
C: 5.163 1.281 -0.221
O: 3.503 -1.799 -1.022
C: 0.909 1.884 -1.421
C: -0.041 2.165 -2.395
H: -1.222 1.420 -4.034
H: -0.144 -0.814 -4.027
H: 1.586 -1.366 -2.288
H: 2.509 0.934 0.506
H: 5.952 -2.019 -0.060
H: 8.191 -1.011 0.450
H: 8.470 1.470 0.561
H: 6.502 2.934 0.057
H: 4.321 1.925 -0.488
H: 1.230 2.647 -0.702
H: -0.470 3.166 -2.444

**Highest occupied orbital energy**: -2.679 eV
**Net charge**: -1

Electronic structure analysis, Löwdin charges in units of e: number 1, C, carries -0.0498; number 2, C, carries -0.5599; number 3, C, carries -0.0832; number 4, C, carries -0.0434; number 5, C, carries -0.0683; number 6, C, carries 0.0251; number 7, C, carries -0.1722; number 8, C, carries 0.0611; number 9, C, carries -0.1891; number 10, C, carries 0.0298; number 11, C, carries -0.2349; number 12, F, carries 0.0386; number 13, C, carries -0.0053; number 14, C, carries -0.0789; number 15, C, carries -0.0308; number 16, C, carries 0.0347; number 17, C, carries -0.0607; number 18, C, carries -0.5494; number 19, C, carries -0.0357; number 20, C, carries -0.0687; number 21, C, carries -0.0525; number 22, C, carries -0.2598; number 23, O, carries 0.0149; number 24, H, carries 0.0753; number 25, H, carries 0.0826; number 26, H, carries 0.0887; number 27, H, carries 0.0838; number 28, H, carries 0.0879; number 29, H, carries 0.0838; number 30, H, carries 0.0943; number 31, H, carries 0.0828; number 32, H, carries 0.0795; number 33, H, carries 0.1063; number 34, H, carries 0.1252; number 35, H, carries 0.0983; number 36, H, carries 0.1139; number 37, H, carries 0.1040; number 38, H, carries 0.1114; number 39, H, carries 0.0929; number 40, H, carries 0.0789; number 41, H, carries 0.0845; number 42, H, carries 0.0924; number 43, H, carries 0.0881; number 44, H, carries 0.0858; number 45, H, carries 0.0857; number 46, H, carries 0.0890; number 47, H, carries 0.0823; number 48, H, carries 0.0739; number 49, C, carries -0.1582; number 50, C, carries -0.1294; number 51, C, carries -0.0480; number 52, C, carries -0.2466; number 53, C, carries -0.1041; number 54, C, carries -0.4164; number 55, C, carries -0.1515; number 56, C, carries -0.0342; number 57, C, carries -0.1052; number 58, C, carries -0.1152; number 59, C, carries -0.0996; number 60, C, carries -0.0436; number 61, O, carries -0.0329; number 62, C, carries -0.0763; number 63, C, carries -0.1430; number 64, H, carries 0.0732; number 65, H, carries 0.0843; number 66, H, carries 0.0899; number 67, H, carries 0.0610; number 68, H, carries 0.1104; number 69, H, carries 0.0866; number 70, H, carries 0.0880; number 71, H, carries 0.0934; number 72, H, carries 0.1082; number 73, H, carries 0.0933; number 74, H, carries 0.0833

---

| no. | LUMO energy (eV) |
| --- | --- |
| 1 | -0.36 |
| 2 | 1.03 |